{"formula": "C29H26O14", "method": "wB97M-V/def2-TZVPD", "species": ["C", "C", "C", "C", "O", "C", "C", "C", "C", "C", "C", "C", "O", "H", "H", "H", "H", "H", "H", "H", "H", "H", "H", "H", "H", "H", "H", "C", "C", "C", "O", "C", "C", "C", "O", "O", "O", "H", "H", "H", "H", "C", "C", "C", "O", "C", "C", "C", "O", "O", "O", "H", "H", "H", "H", "C", "C", "C", "O", "C", "C", "C", "O", "O", "O", "H", "H", "H", "H"], "xyz": [[0.886412, 0.915483, 3.646704], [-0.042521, -0.046606, 2.966668], [-0.965970, 0.302983, 2.074757], [-1.862947, -0.710187, 1.467251], [-2.927110, -0.408894, 0.965591], [-1.386675, -2.120264, 1.488743], [-0.447339, -2.510750, 2.346164], [0.077565, -3.914531, 2.435658], [1.591869, -4.062237, 2.679120], [2.392548, -2.990577, 1.917117], [2.028097, -5.496599, 2.315896], [0.057563, -1.500063, 3.332037], [0.521095, -1.841540, 4.396783], [1.641687, 0.382409, 4.221691], [1.380835, 1.538847, 2.898715], [0.340762, 1.574258, 4.324700], [-1.087134, 1.340850, 1.776929], [-1.838872, -2.800693, 0.773725], [-0.174634, -4.421563, 1.497105], [-0.470460, -4.439319, 3.226430], [1.767488, -3.929459, 3.747361], [1.836386, -2.612679, 1.052226], [3.341567, -3.390324, 1.554899], [2.627286, -2.130394, 2.549511], [2.736698, -5.502470, 1.484537], [1.178243, -6.116082, 2.018262], [2.507523, -5.998251, 3.157947], [-2.024294, -2.797752, -4.419495], [-1.983206, -2.888832, -3.082560], [-3.063503, -3.591808, -2.280240], [-2.902482, -3.623049, -1.072327], [-4.191284, -4.164057, -2.975448], [-4.234637, -4.069361, -4.312730], [-3.144319, -3.385542, -5.117692], [-3.295502, -3.378401, -6.326374], [-5.209501, -4.553415, -5.061378], [-1.012633, -2.386390, -2.337787], [-1.257705, -2.301303, -4.997078], [-4.963004, -4.650373, -2.396223], [-4.969338, -4.340777, -5.986719], [-1.244505, -2.593683, -1.410630], [-0.371363, 6.510757, -0.379497], [-0.435108, 5.826119, 0.769514], [-1.071893, 4.454454, 0.862661], [-0.982261, 3.895351, 1.945154], [-1.688017, 3.882478, -0.307397], [-1.629275, 4.569709, -1.459649], [-0.947974, 5.921716, -1.568052], [-0.935340, 6.430939, -2.672934], [-2.125333, 4.145374, -2.604412], [0.076204, 6.244437, 1.917211], [0.108234, 7.475802, -0.461550], [-2.160269, 2.912196, -0.226860], [-1.909250, 4.839125, -3.262184], [-0.105001, 5.532662, 2.564578], [1.558547, 2.375214, -0.534966], [2.453689, 1.590748, 0.084323], [3.951525, 1.815468, -0.030333], [4.655040, 1.040128, 0.591947], [4.435227, 2.904346, -0.847623], [3.540712, 3.687456, -1.468890], [2.045877, 3.469899, -1.340869], [1.332888, 4.260031, -1.938117], [3.858132, 4.712809, -2.238998], [2.137413, 0.559667, 0.847481], [0.490829, 2.220711, -0.460575], [5.502194, 3.053823, -0.931056], [3.012569, 5.096828, -2.548360], [2.987962, 0.185151, 1.159605]], "atomic_forces_ev_per_a": [[-0.044, 0.061, 0.020], [0.094, -0.196, 0.007], [0.029, 0.120, -0.092], [0.011, -0.044, 0.028], [0.151, 0.057, -0.171], [0.011, 0.157, -0.191], [0.149, 0.056, 0.227], [-0.134, -0.097, -0.013], [0.011, -0.027, 0.048], [0.065, -0.003, -0.053], [-0.006, -0.074, -0.056], [-0.114, 0.182, -0.010], [0.125, -0.082, 0.078], [-0.037, 0.010, 0.021], [-0.119, -0.020, 0.127], [0.018, -0.055, 0.007], [-0.228, -0.039, 0.106], [-0.139, 0.010, 0.169], [-0.047, 0.082, 0.044], [0.090, -0.011, -0.023], [-0.004, 0.120, -0.085], [0.085, -0.101, -0.033], [-0.029, 0.053, 0.043], [-0.067, -0.035, 0.009], [-0.061, -0.013, 0.023], [0.035, 0.019, 0.042], [0.026, 0.041, -0.045], [0.024, 0.014, -0.079], [-0.045, -0.009, 0.028], [-0.058, 0.015, 0.008], [0.044, -0.048, -0.056], [-0.028, -0.028, 0.057], [0.030, 0.017, -0.039], [0.047, 0.028, 0.010], [-0.012, 0.000, 0.010], [-0.059, -0.042, 0.039], [0.075, 0.036, -0.028], [0.007, 0.001, 0.018], [-0.005, -0.003, -0.016], [0.036, 0.021, 0.002], [-0.043, -0.014, 0.000], [0.009, 0.085, -0.061], [0.014, -0.068, 0.013], [0.044, -0.121, -0.136], [-0.032, -0.008, 0.097], [-0.120, -0.024, 0.089], [0.073, 0.016, -0.046], [0.048, 0.071, 0.048], [-0.058, -0.003, 0.003], [-0.039, -0.061, 0.014], [0.008, 0.080, 0.015], [-0.007, 0.000, 0.019], [-0.024, 0.004, -0.014], [0.028, 0.021, 0.016], [0.003, -0.033, -0.024], [-0.076, 0.014, -0.002], [0.076, -0.027, -0.012], [0.028, 0.031, -0.018], [-0.013, -0.003, -0.006], [0.076, -0.026, 0.020], [-0.061, -0.007, -0.001], [-0.119, -0.056, 0.081], [0.108, -0.010, -0.066], [0.078, 0.025, -0.012], [0.028, -0.029, -0.179], [0.022, -0.025, -0.002], [-0.007, 0.017, -0.007], [-0.026, -0.021, 0.017], [0.057, 0.000, -0.026]], "largest_force_ev_per_a": 0.28, "homo_ev": -9.719}

---

{"formula": "C29H27BrCoN9O7", "method": "wB97M-V/def2-TZVPD", "species": ["Co", "O", "C", "O", "C", "C", "N", "N", "C", "C", "O", "O", "H", "H", "H", "C", "O", "C", "C", "C", "Br", "C", "C", "C", "O", "C", "N", "C", "C", "C", "C", "C", "C", "N", "H", "H", "H", "H", "H", "H", "H", "H", "H", "H", "H", "N", "C", "C", "C", "C", "C", "N", "H", "H", "H", "H", "H", "H", "C", "N", "C", "C", "C", "N", "C", "O", "N", "H", "H", "H", "H", "H", "H", "H"], "xyz": [[-0.021584, -1.360901, 0.045632], [2.459621, -6.683237, -0.545858], [1.953205, -6.624045, 0.661918], [2.110517, -7.476739, 1.497265], [1.144585, -5.410755, 1.008116], [0.516941, -5.233837, 2.222157], [-0.097213, -4.039736, 2.177223], [0.087764, -3.421365, 1.009917], [0.836429, -4.239440, 0.284719], [1.230303, -3.743016, -1.075941], [1.826219, -4.470110, -1.860518], [0.877328, -2.529549, -1.299835], [2.247250, -5.902476, -1.112514], [0.489361, -5.892870, 3.074310], [-0.643963, -3.613221, 2.903886], [-1.508644, -1.967899, -2.942885], [-1.351041, -0.994953, -1.890978], [-1.788293, 0.264437, -2.151666], [-2.577061, 0.599353, -3.245059], [-3.012109, 1.911495, -3.423891], [-4.128426, 2.310056, -4.891557], [-2.632295, 2.909018, -2.559599], [-1.791531, 2.594558, -1.479232], [-1.421027, 1.262695, -1.244854], [-0.689357, 0.883602, -0.148068], [-1.288379, 3.698360, -0.697551], [-1.882099, 4.896296, -0.676203], [-1.111276, 5.686370, 0.076353], [-1.279556, 7.052441, 0.416071], [-0.307766, 7.622614, 1.185699], [0.820143, 6.882715, 1.622832], [1.011436, 5.535214, 1.304531], [0.033607, 4.950656, 0.541448], [-0.130345, 3.677138, 0.040387], [-1.104239, -1.585665, -3.879864], [-2.560178, -2.233063, -3.062183], [-0.933870, -2.834567, -2.644086], [-2.880171, -0.151803, -3.959106], [-2.939648, 3.935085, -2.699175], [-0.906942, 1.426254, 0.624574], [-2.140175, 7.604082, 0.064312], [-0.393247, 8.662168, 1.470393], [1.565600, 7.380530, 2.229444], [1.883912, 4.992140, 1.641167], [0.562686, 2.942962, 0.064057], [-0.832492, 0.140583, 2.677768], [-1.952294, -0.542473, 2.253379], [-3.188511, -0.392418, 2.897066], [-4.285735, -1.057305, 2.402110], [-4.141251, -1.879922, 1.283254], [-2.898836, -1.979907, 0.709096], [-1.823816, -1.315036, 1.168731], [-0.867661, 0.516027, 3.610386], [0.063897, -0.250934, 2.410311], [-3.260343, 0.234078, 3.776696], [-5.250085, -0.954117, 2.881006], [-4.978909, -2.429150, 0.879362], [-2.731041, -2.622814, -0.145732], [4.374386, -1.771199, 1.624877], [3.827599, -0.947615, 0.542214], [4.640268, -0.450024, -0.425732], [4.155198, 0.267571, -1.463425], [2.743924, 0.439361, -1.535774], [1.957530, -0.055789, -0.588056], [2.477733, -0.721536, 0.457820], [1.691206, -1.155038, 1.338112], [2.182448, 1.098616, -2.557930], [5.267412, -1.301554, 2.031324], [4.631152, -2.762805, 1.253455], [3.626622, -1.865312, 2.402898], [5.694383, -0.668861, -0.324331], [4.807328, 0.660282, -2.228803], [2.749466, 1.414170, -3.325176], [1.183953, 1.082129, -2.680692]], "atomic_forces_ev_per_a": [[0.148, -0.795, 0.164], [0.316, -0.317, -0.296], [-0.239, 0.067, 0.586], [0.026, 0.049, -0.163], [-0.038, 0.105, -0.213], [0.142, -0.147, -0.112], [-0.002, -0.096, 0.134], [0.016, 0.113, -0.286], [0.104, -0.063, 0.068], [-0.069, -0.134, 0.199], [-0.003, 0.131, 0.077], [-0.108, 0.232, -0.214], [-0.114, 0.125, -0.005], [-0.045, 0.052, 0.024], [-0.074, 0.061, 0.008], [-0.071, -0.269, -0.131], [0.036, 0.267, 0.103], [-0.034, 0.001, 0.053], [0.012, 0.076, 0.028], [-0.145, 0.096, -0.227], [0.132, -0.042, 0.160], [-0.063, 0.043, 0.003], [0.059, -0.002, 0.124], [0.034, -0.028, -0.009], [-0.019, 0.369, -0.317], [0.374, -0.625, -0.075], [-0.113, 0.691, 0.133], [-0.141, -0.648, -0.314], [0.120, 0.343, 0.180], [-0.394, 0.156, -0.179], [0.141, -0.195, 0.024], [0.046, -0.166, -0.034], [0.233, 0.180, 0.211], [-0.241, 0.189, 0.008], [0.016, 0.046, 0.038], [-0.004, 0.090, 0.034], [0.034, 0.038, 0.065], [-0.013, -0.021, 0.038], [-0.022, -0.023, -0.048], [-0.059, -0.302, 0.235], [-0.013, -0.038, 0.003], [0.047, -0.011, 0.012], [-0.014, 0.017, -0.008], [0.006, 0.059, 0.041], [-0.075, -0.057, -0.102], [0.108, 0.289, -0.275], [-0.403, -0.251, -0.024], [0.115, 0.053, 0.074], [0.074, -0.053, -0.081], [-0.059, -0.006, 0.010], [-0.132, -0.049, 0.068], [0.080, 0.274, -0.015], [0.032, -0.037, 0.086], [0.068, -0.069, 0.162], [-0.017, -0.002, -0.012], [0.013, 0.011, 0.029], [0.026, -0.016, -0.008], [0.040, 0.026, -0.011], [0.129, -0.150, 0.134], [-0.135, 0.050, 0.047], [-0.037, 0.104, -0.202], [0.054, 0.062, -0.065], [0.143, -0.411, 0.236], [0.033, 0.293, -0.211], [0.018, 0.015, 0.146], [-0.010, 0.180, -0.076], [-0.015, 0.140, 0.003], [-0.028, 0.061, -0.041], [-0.056, 0.020, -0.048], [-0.014, 0.020, -0.003], [-0.006, -0.007, 0.059], [0.048, -0.047, 0.036], [-0.016, -0.038, -0.059], [0.016, -0.082, 0.023]], "largest_force_ev_per_a": 0.82, "de_lowest_kj_mol": 158.5, "s2": 6.04, "homo_ev": [-13.482, -13.504], "charge": 2, "multiplicity": 5}

---

Number 1: DFT total energy -59157.69018 eV. Number 2: DFT total energy -165913.30400 eV.